Here is a molecular structure, C42H44FN5O2PbS4SeSi from OMol25. Energies are from ωB97M-V with the def2-TZVPD basis set.

highest occupied orbital energy	-1.96	eV
HOMO-LUMO gap	0.1715	Ha

The geometry in ORCA input format:
```
! RIJCOSX wB97M-V def2-TZVPD def2/J DEFGRID3
* xyz -2 1
Pb 1.55 -0.13 -0.53
S 1.93 2.47 -1.48
C 2.61 2.23 -3.01
C 2.79 3.36 -3.86
C 3.36 3.26 -5.12
C 3.88 2.02 -5.48
C 3.81 0.91 -4.66
C 3.13 0.99 -3.44
S 3.08 -0.49 -2.50
H 2.50 4.33 -3.47
H 3.53 4.10 -5.75
H 4.45 1.98 -6.40
H 4.24 -0.07 -5.04
C -3.85 -3.40 -1.30
C -3.44 -2.04 -0.72
C -3.28 -0.89 -1.70
C -4.37 -0.07 -1.93
C -4.30 0.93 -2.88
C -3.11 1.16 -3.57
C -1.97 0.41 -3.33
C -0.65 0.79 -3.92
C -0.18 -0.25 -4.96
C -2.07 -0.64 -2.36
N -0.90 -1.30 -2.00
C -0.70 -2.56 -2.27
C 0.44 -3.27 -1.94
C 0.67 -4.64 -2.19
C 1.79 -5.04 -1.51
C 2.28 -3.82 -0.92
N 1.46 -2.85 -1.14
H -3.93 -4.12 -0.52
H -3.24 -3.80 -2.11
H -4.85 -3.27 -1.74
H -2.45 -2.19 -0.14
H -4.12 -1.68 0.07
H -5.27 -0.27 -1.36
H -5.09 1.68 -2.89
H -3.05 2.00 -4.26
H 0.05 1.08 -3.16
H -0.79 1.75 -4.45
H 0.27 -1.06 -4.37
H 0.59 0.11 -5.66
H -1.05 -0.67 -5.57
H -1.31 -3.17 -2.93
H -0.01 -5.26 -2.73
H 2.14 -6.05 -1.43
H 3.12 -3.73 -0.25
F 0.64 3.39 5.72
C 0.15 3.08 4.48
C -0.48 4.06 3.71
C -0.97 3.74 2.45
C -0.83 2.42 1.94
C -0.13 1.48 2.74
C 0.32 1.81 4.03
H -0.66 5.06 4.14
H -1.46 4.51 1.91
H 0.11 0.50 2.34
H 0.78 1.11 4.69
C 5.84 -1.43 0.50
Si 5.51 -0.09 1.83
C 6.58 1.43 1.24
C 6.39 -0.87 3.34
Se 3.49 0.58 2.31
H 6.93 -1.41 0.42
H 5.40 -1.18 -0.44
H 5.49 -2.39 0.82
H 7.40 1.16 0.64
H 6.91 2.01 2.15
H 5.88 2.08 0.74
H 7.41 -1.32 3.18
H 5.79 -1.76 3.68
H 6.38 -0.26 4.27
O -5.64 4.22 -0.83
S -4.84 4.19 0.32
O -4.93 5.29 1.27
N -3.23 3.88 -0.02
C -2.85 2.69 0.41
S -1.19 2.23 0.21
C -3.86 1.98 1.21
C -3.71 0.81 1.97
C -4.72 0.37 2.73
C -5.92 1.06 2.82
C -6.11 2.26 2.11
C -5.07 2.69 1.34
H -2.79 0.24 1.92
H -4.65 -0.56 3.28
H -6.79 0.63 3.34
H -7.04 2.80 2.14
N 2.05 -1.74 4.53
C 0.91 -2.20 3.95
C -0.35 -1.84 4.42
C -1.47 -2.35 3.73
C -1.27 -3.21 2.63
C 0.01 -3.57 2.24
N 1.06 -3.02 2.88
H 2.01 -0.82 4.88
H 2.80 -1.78 3.86
H -0.50 -1.16 5.27
H -2.46 -1.98 4.01
H -2.12 -3.55 2.09
H 0.18 -4.10 1.31
*
```

---

Here is a molecular structure, C32H37N5O5RuSSi from OMol25. Energies are from ωB97M-V with the def2-TZVPD basis set.

highest occupied orbital energy (alpha / beta)	-4.55 / -4.58	eV
HOMO-LUMO gap (alpha / beta)	0.2575 / 0.2586	Ha
expectation value of S²	0.76

The geometry in ORCA input format:
```
! RIJCOSX wB97M-V def2-TZVPD def2/J DEFGRID3
* xyz -1 2
Ru 0.31 0.07 -0.01
N -0.48 0.31 2.19
C 0.22 1.19 3.03
C 0.61 0.78 4.31
C 1.28 1.64 5.16
C 1.55 2.94 4.75
C 1.20 3.34 3.47
C 0.55 2.48 2.58
C 0.29 2.93 1.20
C -0.14 4.25 1.00
C -0.24 4.80 -0.26
C 0.16 4.06 -1.36
C 0.57 2.75 -1.18
C 0.58 2.13 0.08
H -0.72 -0.57 2.61
H -1.26 0.72 1.70
H 0.38 -0.23 4.62
H 1.57 1.31 6.15
H 2.05 3.63 5.42
H 1.46 4.33 3.13
H -0.44 4.83 1.86
H -0.61 5.81 -0.39
H 0.12 4.48 -2.35
H 0.89 2.18 -2.04
C -2.69 -5.87 -1.59
C -3.09 -5.53 -0.15
N -3.24 -4.11 0.11
C -4.57 -3.52 0.03
C -4.98 -3.10 -1.37
C -2.12 -3.34 0.19
S -2.26 -1.64 0.48
N -0.96 -3.99 0.07
C 0.23 -3.37 0.19
O 0.35 -2.15 0.40
C 1.42 -4.24 0.12
C 1.29 -5.63 -0.02
C 2.40 -6.45 -0.04
C 3.68 -5.91 0.07
C 3.82 -4.53 0.21
C 2.70 -3.71 0.23
H -2.57 -6.95 -1.70
H -1.74 -5.39 -1.82
H -3.44 -5.53 -2.30
H -2.32 -5.92 0.52
H -4.04 -6.02 0.09
H -4.58 -2.65 0.68
H -5.28 -4.25 0.43
H -4.24 -2.42 -1.78
H -5.94 -2.58 -1.34
H -5.07 -3.96 -2.04
H 0.30 -6.05 -0.09
H 2.28 -7.52 -0.14
H 4.55 -6.55 0.05
H 4.81 -4.09 0.31
H 2.81 -2.65 0.36
O -3.30 2.39 -4.20
C -2.31 1.77 -4.79
O -2.07 1.88 -5.97
C -1.47 0.88 -3.94
C -0.47 0.07 -4.43
N 0.09 -0.54 -3.38
N -0.48 -0.18 -2.23
C -1.43 0.69 -2.54
C -2.26 1.31 -1.44
O -3.28 1.94 -1.78
O -1.86 1.12 -0.27
H -3.34 2.19 -3.18
H -0.16 -0.08 -5.45
H 0.84 -1.21 -3.37
C 3.32 -0.84 -1.51
Si 2.67 0.24 -0.05
C 3.29 -0.45 1.64
C 3.70 1.84 -0.24
H 4.34 -1.19 -1.32
H 3.34 -0.25 -2.43
H 2.69 -1.72 -1.67
H 4.32 -0.79 1.57
H 2.67 -1.28 1.98
H 3.23 0.34 2.40
H 4.77 1.61 -0.21
H 3.48 2.55 0.56
H 3.49 2.34 -1.19
*
```

---

Here is 12 unconnected molecules or ions with the total composition C22H54BF4N4O7 from OMol25. Energies are from ωB97M-V with the def2-TZVPD basis set.

highest occupied orbital energy	-7.59	eV
HOMO-LUMO gap	0.3690	Ha

The geometry in ORCA input format:
```
! RIJCOSX wB97M-V def2-TZVPD def2/J DEFGRID3
* xyz -1 1
B -94.74 43.87 -19.19
F -94.47 43.20 -20.29
F -95.75 44.78 -19.48
F -95.25 43.00 -18.20
F -93.68 44.51 -18.73
C -97.37 42.40 -21.66
C -98.23 41.42 -22.46
N -98.84 40.67 -23.03
H -97.86 43.41 -21.67
H -97.32 42.24 -20.68
H -96.28 42.49 -22.06
C -92.63 45.03 -15.85
C -92.08 46.49 -15.67
N -91.64 47.50 -15.59
H -92.01 44.51 -15.00
H -93.65 44.98 -15.62
H -92.43 44.64 -16.86
C -97.68 47.33 -20.55
C -97.31 48.12 -21.79
N -97.16 48.74 -22.77
H -98.51 47.87 -19.83
H -97.91 46.37 -20.96
H -96.97 47.19 -19.84
C -93.87 48.02 -18.49
C -94.22 49.29 -19.24
N -94.47 50.36 -19.68
H -92.72 47.96 -18.39
H -94.60 47.85 -17.61
H -93.97 47.15 -19.20
C -99.25 44.54 -16.14
C -97.96 44.68 -16.86
O -98.24 44.56 -18.29
H -99.09 44.92 -15.16
H -99.61 43.60 -16.47
H -99.76 45.44 -16.42
H -97.12 44.08 -16.57
H -97.47 45.87 -16.61
H -97.16 44.41 -18.77
C -96.32 38.76 -21.32
C -95.22 39.55 -20.52
O -95.09 38.98 -19.19
H -96.15 39.16 -22.34
H -97.25 39.15 -20.74
H -96.29 37.81 -21.16
H -95.45 40.49 -20.41
H -94.32 39.47 -21.15
H -94.38 39.50 -18.77
C -95.90 40.31 -14.85
C -94.94 41.08 -15.67
O -95.11 42.49 -15.65
H -95.78 40.69 -13.73
H -95.78 39.25 -15.06
H -96.97 40.36 -15.18
H -95.10 40.70 -16.64
H -93.94 40.94 -15.32
H -95.29 42.70 -16.44
C -98.30 40.96 -17.85
C -99.74 41.40 -18.38
O -99.63 42.47 -19.21
H -97.62 41.02 -18.64
H -98.33 40.06 -17.32
H -97.73 41.67 -17.34
H -100.40 41.76 -17.36
H -100.10 40.42 -18.75
H -99.20 43.26 -18.89
C -90.97 47.41 -20.69
C -90.98 45.90 -20.53
O -91.27 45.62 -19.20
H -90.62 47.54 -21.67
H -90.37 47.89 -20.01
H -92.08 47.61 -20.45
H -89.88 45.59 -20.73
H -91.64 45.33 -21.18
H -92.17 45.09 -19.19
C -94.08 46.54 -22.57
C -95.04 45.38 -22.89
O -94.21 44.17 -22.81
H -93.61 45.98 -21.90
H -94.61 47.42 -22.16
H -93.52 47.07 -23.49
H -95.53 45.36 -23.65
H -95.77 45.38 -22.15
H -94.32 44.04 -21.82
C -91.08 40.09 -19.56
C -91.81 41.42 -19.34
O -92.91 41.09 -18.47
H -90.69 39.54 -18.67
H -90.18 40.17 -19.92
H -91.84 39.47 -20.15
H -92.18 41.97 -20.18
H -91.20 42.12 -18.76
H -93.44 41.72 -18.69
*
```

---

Here is a molecular structure, C25H43Cl2GaN2O5S2 from OMol25. Energies are from ωB97M-V with the def2-TZVPD basis set.

highest occupied orbital energy	-7.23	eV
HOMO-LUMO gap	0.2431	Ha

The geometry in ORCA input format:
```
! RIJCOSX wB97M-V def2-TZVPD def2/J DEFGRID3
* xyz 0 1
Ga -0.09 -0.28 -0.79
C -2.69 0.15 -0.59
C -1.86 -0.66 0.37
C -1.70 0.27 1.54
C -2.34 1.43 1.22
C -2.95 1.38 -0.07
C -3.78 2.47 -0.70
C -3.33 3.86 -0.22
C -3.68 2.42 -2.23
C -5.24 2.25 -0.28
C -0.94 0.11 2.85
C -0.59 1.49 3.41
C -1.77 -0.62 3.91
C 0.40 -0.63 2.67
C -2.40 -2.10 0.49
C -3.74 -2.04 1.23
C -2.70 -2.67 -0.91
C -1.47 -3.08 1.20
H -3.03 -0.24 -1.53
H -2.39 2.31 1.84
H -2.26 3.98 -0.35
H -3.58 4.00 0.83
H -3.85 4.62 -0.79
H -2.64 2.46 -2.55
H -4.21 3.26 -2.67
H -4.11 1.50 -2.61
H -5.33 2.31 0.81
H -5.58 1.27 -0.60
H -5.88 3.01 -0.72
H -1.47 2.00 3.80
H -0.14 2.11 2.64
H 0.12 1.38 4.23
H -2.76 -0.19 3.99
H -1.27 -0.54 4.88
H -1.87 -1.68 3.69
H 1.06 -0.03 2.06
H 0.28 -1.59 2.20
H 0.86 -0.78 3.65
H -4.39 -1.33 0.73
H -3.61 -1.73 2.26
H -4.21 -3.02 1.22
H -3.65 -2.30 -1.28
H -2.76 -3.75 -0.87
H -1.92 -2.40 -1.62
H -1.36 -2.84 2.25
H -0.49 -3.09 0.72
H -1.88 -4.09 1.14
C 6.17 -0.55 -0.93
C 4.89 -1.42 -0.93
N 3.73 -0.57 -0.86
C 3.84 0.34 0.25
C 4.95 1.37 -0.05
N 5.74 0.85 -1.20
C 4.90 0.88 -2.44
C 3.57 0.17 -2.10
H 6.87 -0.87 -1.71
H 6.68 -0.57 0.03
H 4.89 -2.09 -0.07
H 4.83 -2.02 -1.84
H 4.06 -0.24 1.15
H 2.89 0.85 0.39
H 5.61 1.53 0.80
H 4.49 2.32 -0.35
H 6.56 1.44 -1.34
H 5.46 0.37 -3.23
H 4.72 1.91 -2.72
H 3.28 -0.51 -2.89
H 2.79 0.91 -1.95
O 2.23 2.68 -0.95
S 0.86 2.22 -0.75
O -0.07 3.24 -0.37
O 0.88 1.08 0.23
S 0.25 1.29 -2.47
Cl 0.27 -4.66 -3.21
C 1.35 -3.86 -2.07
Cl 2.96 -3.69 -2.76
C 0.82 -2.45 -1.74
O 1.24 -1.94 -0.67
O 0.02 -1.93 -2.51
H 1.45 -4.47 -1.17
*
```

---

Here is 2 unconnected molecules or ions with the total composition C5H11NO5 from OMol25. Energies are from ωB97M-V with the def2-TZVPD basis set.

highest occupied orbital energy	-8.91	eV
HOMO-LUMO gap	0.3473	Ha
SMILES string	CCO[C@H](C)N(O)O.O=C=O

The geometry in ORCA input format:
```
! RIJCOSX wB97M-V def2-TZVPD def2/J DEFGRID3
* xyz 0 1
C -0.89 -2.28 -1.01
C 0.05 -1.53 -0.05
O 0.26 -0.31 -0.67
C -0.16 0.95 0.13
C -0.73 2.02 -0.81
N 0.94 1.47 1.00
O 2.09 1.38 0.27
O 0.98 0.76 2.19
H -1.77 -1.64 -1.39
H -0.26 -2.57 -1.83
H -1.38 -3.15 -0.52
H 0.96 -2.12 0.09
H -0.13 -1.55 1.03
H -1.03 0.73 0.89
H -1.73 1.82 -1.12
H -0.26 2.17 -1.69
H -0.75 2.92 -0.20
H 2.13 0.67 -0.33
H 1.83 0.82 2.67
O -4.02 -0.29 1.18
C -3.82 0.20 0.16
O -3.62 0.61 -0.87
*
```

---

Here is a gas-phase ion, C2H2NOS (charge +1) from OMol25. Energies are from ωB97M-V with the def2-TZVPD basis set.

highest occupied orbital energy	-17.32	eV
HOMO-LUMO gap	0.3912	Ha

The geometry in ORCA input format:
```
! RIJCOSX wB97M-V def2-TZVPD def2/J DEFGRID3
* xyz 1 1
C -0.83 -0.15 0.73
C 0.64 -0.20 -0.83
N -0.36 -0.82 -0.30
O 0.98 0.94 -0.25
S 0.03 1.28 1.02
H -1.66 -0.51 1.31
H 1.20 -0.54 -1.69
*
```

---

Here is 2 unconnected molecules or ions with the total composition C2H5F3NO from OMol25. Energies are from ωB97M-V with the def2-TZVPD basis set.

highest occupied orbital energy	-15.95	eV
HOMO-LUMO gap	0.3576	Ha

The geometry in ORCA input format:
```
! RIJCOSX wB97M-V def2-TZVPD def2/J DEFGRID3
* xyz 1 1
C 0.59 0.39 -0.06
C -0.58 -0.50 -0.18
N -1.40 2.79 1.35
O -1.24 -0.50 -1.25
F -2.14 3.90 1.26
F -1.38 2.56 2.61
F -2.08 1.71 0.57
H 1.33 -0.13 0.74
H 1.07 0.37 -1.04
H 0.38 1.37 0.37
H -1.07 -0.97 0.75
H -2.17 -0.92 -1.19
*
```

---

Here is 2 unconnected molecules or ions with the total composition C7H12N2O2 from OMol25. Energies are from ωB97M-V with the def2-TZVPD basis set.

highest occupied orbital energy	-8.26	eV
HOMO-LUMO gap	0.3377	Ha
SMILES string	C#C[C@@H]1CN1.CO/C(C)=N/O

The geometry in ORCA input format:
```
! RIJCOSX wB97M-V def2-TZVPD def2/J DEFGRID3
* xyz 0 1
C 1.50 2.08 -0.17
C 1.73 0.92 0.12
C 2.05 -0.45 0.47
C 2.41 -1.45 -0.56
N 1.10 -1.49 0.06
H 1.26 3.09 -0.43
H 2.52 -0.57 1.45
H 3.15 -2.20 -0.28
H 2.42 -1.15 -1.60
H 1.05 -2.21 0.78
C -2.48 -1.47 -0.62
O -2.08 -0.69 0.51
C -1.39 0.43 0.23
C -0.99 1.22 1.45
N -1.12 0.73 -0.98
O -0.39 1.93 -1.03
H -3.13 -0.88 -1.28
H -3.03 -2.33 -0.20
H -1.60 -1.81 -1.18
H 0.07 1.31 1.50
H -1.41 2.22 1.38
H -1.36 0.72 2.35
H -0.26 2.04 -1.97
*
```

---

Let's list energy relative to the best compared isomer or geometry (same formula, charge and spin) in order: 0.0; 37.5; 79.1; 18.4; 32.4; 0.0; 2.8; 162.6 kcal per mole.